Record 1
{"formula": "C4H10N2O", "method": "wB97M-V/def2-TZVPD", "species": ["H", "H", "H", "C", "H", "N", "H", "H", "H", "N", "O", "H", "H", "C", "C", "C", "H"], "coordinates": [[1.02, 1.16, -2.29], [2.18, -3.09, 0.16], [-0.83, 1.53, 0.04], [1.26, -2.72, -0.31], [0.43, -3.17, 0.24], [-2.10, 3.03, 0.73], [-1.16, 1.42, 2.71], [1.02, -0.74, 0.68], [1.31, -0.97, -2.36], [-1.70, 1.05, 1.94], [1.10, 0.86, -1.38], [-2.69, 1.08, 2.18], [1.24, -3.10, -1.33], [1.19, -0.51, -1.38], [1.17, -1.23, -0.28], [-1.51, 1.92, 0.80], [-1.93, 3.48, -0.17]], "homo_energy_ha": -0.323, "e_tot_ha": -343.1092, "relative_energy_ev": 2.5117, "homo_lumo_gap_ev": 9.5, "smiles": "[H]/N=C/N.C/C=C/O"}

Record 2
{"formula": "C4H10N2O", "method": "wB97M-V/def2-TZVPD", "species": ["H", "C", "H", "N", "H", "H", "H", "C", "H", "H", "C", "H", "N", "H", "O", "C", "H"], "coordinates": [[0.88, -1.96, 1.90], [0.94, 0.06, 1.19], [2.06, 0.00, 1.30], [1.04, 1.30, -0.93], [1.98, 1.24, -1.02], [-1.24, -0.81, 0.29], [0.82, 1.05, 1.72], [0.37, -1.04, 1.93], [0.78, -0.75, -0.94], [-1.46, 0.94, 0.12], [0.49, 0.12, -0.27], [-1.89, 0.56, -2.07], [-1.42, -0.19, -1.72], [-1.97, -1.04, -1.86], [-0.79, -1.05, 2.45], [-1.08, 0.01, -0.38], [0.50, 1.56, -1.71]], "homo_energy_ha": -0.329, "e_tot_ha": -343.1010, "relative_energy_ev": 2.7341, "homo_lumo_gap_ev": 9.8, "smiles": "NC[C@@H](N)CC=O"}

Record 3
{"formula": "C4H10N2O", "method": "wB97M-V/def2-TZVPD", "species": ["H", "N", "H", "H", "H", "H", "H", "C", "H", "C", "H", "C", "N", "H", "O", "H", "C"], "coordinates": [[1.03, -3.53, 0.44], [0.01, 2.72, -0.12], [-0.08, 3.56, 0.52], [-0.76, 2.16, 0.20], [2.06, 2.40, -0.32], [2.12, 1.37, 1.97], [-0.86, -1.57, -2.41], [-1.66, -1.25, -1.66], [-2.59, -0.76, -2.02], [1.19, 1.95, 0.17], [-0.61, -3.75, -0.60], [-1.27, -1.26, -0.35], [-0.08, -1.83, 0.14], [1.04, 0.93, -0.24], [1.36, 1.95, 1.62], [-1.87, -0.70, 0.40], [0.09, -3.10, 0.01]], "homo_energy_ha": -0.344, "e_tot_ha": -343.0761, "relative_energy_ev": 3.4109, "homo_lumo_gap_ev": 10.2, "smiles": "C=CN=C.NCO"}

Record 4
{"formula": "C4H10N2O", "method": "wB97M-V/def2-TZVPD", "species": ["O", "H", "H", "C", "C", "H", "H", "N", "H", "H", "H", "H", "C", "H", "C", "N", "H"], "coordinates": [[-1.38, 0.09, 0.45], [0.57, -1.83, 1.21], [-0.72, 0.66, -0.16], [-2.61, -0.29, -0.14], [0.26, -1.03, -0.51], [-2.60, -1.36, -0.39], [-0.03, -1.10, -1.55], [1.33, 1.05, -1.52], [1.70, 1.81, 1.28], [2.02, 1.81, -1.49], [-3.38, -0.13, 0.62], [1.43, 0.16, 1.69], [1.83, 0.79, 0.89], [2.90, 0.57, 0.83], [1.09, 0.53, -0.39], [0.43, -2.01, 0.22], [-2.86, 0.27, -1.04]], "homo_energy_ha": -0.329, "e_tot_ha": -343.0376, "relative_energy_ev": 4.4588, "homo_lumo_gap_ev": 9.7, "smiles": "[H]/N=C\\C(C)=N\\[H].CO"}

What did the first record say?
{"formula": "C4H10N2O", "method": "wB97M-V/def2-TZVPD", "species": ["H", "H", "H", "C", "H", "N", "H", "H", "H", "N", "O", "H", "H", "C", "C", "C", "H"], "coordinates": [[1.02, 1.16, -2.29], [2.18, -3.09, 0.16], [-0.83, 1.53, 0.04], [1.26, -2.72, -0.31], [0.43, -3.17, 0.24], [-2.10, 3.03, 0.73], [-1.16, 1.42, 2.71], [1.02, -0.74, 0.68], [1.31, -0.97, -2.36], [-1.70, 1.05, 1.94], [1.10, 0.86, -1.38], [-2.69, 1.08, 2.18], [1.24, -3.10, -1.33], [1.19, -0.51, -1.38], [1.17, -1.23, -0.28], [-1.51, 1.92, 0.80], [-1.93, 3.48, -0.17]], "homo_energy_ha": -0.323, "e_tot_ha": -343.1092, "relative_energy_ev": 2.5117, "homo_lumo_gap_ev": 9.5, "smiles": "[H]/N=C/N.C/C=C/O"}